Record 1
The following is a quantum chemistry calculation of a molecular structure, C5H11NO2 at a distorted geometry, from the Open Molecules 2025 dataset.

CARTESIAN COORDINATES (ANGSTROEM)
C 0.587 1.384 0.180
C 0.496 -0.760 -1.349
C -0.571 -1.146 -0.304
C -0.018 -2.003 0.832
C 0.109 0.640 -1.090
N -0.571 1.164 1.134
O 0.791 2.725 -0.089
O -0.630 1.336 -1.814
H 0.258 2.895 -0.893
H 1.477 0.951 0.641
H -0.325 1.384 2.094
H -1.336 1.769 0.842
H 0.270 -1.061 -2.371
H 1.512 -1.005 -1.040
H -1.401 -1.628 -0.815
H -0.990 -0.032 0.622
H -0.824 -2.368 1.471
H 0.552 -2.870 0.481
H 0.613 -1.373 1.470

Forces on atoms 1 to 3 (eV/Å):
C -0.893 -0.460 0.674
C -0.339 0.969 0.306
C -1.016 -0.149 1.749

Summary:
- Total charge: 0
- Molar mass: 117.148 g mol⁻¹
- E_LUMO: 0.8 eV
- Calculated total energy: -10945.91612 eV
- Kohn-Sham gap: 8.828 eV

=====

Record 2
The following is a quantum chemistry calculation of a molecular structure, C17H18NO2W at a distorted geometry, from the Open Molecules 2025 dataset.

CARTESIAN COORDINATES (ANGSTROEM)
W 1.322 -0.569 0.259
C 1.386 -2.024 -1.668
C 1.132 -2.772 -0.498
C 2.225 -2.638 0.396
C 3.164 -1.776 -0.258
C 2.631 -1.390 -1.532
H 0.708 -1.900 -2.497
H 0.227 -3.316 -0.281
H 2.342 -3.125 1.350
H 4.105 -1.452 0.162
H 3.105 -0.770 -2.274
O 0.276 1.909 2.983
C 0.946 1.311 2.201
O 1.160 -0.014 2.161
C 1.704 2.021 1.093
C 1.765 3.400 1.021
C 2.650 3.971 0.124
C 3.445 3.151 -0.671
C 3.286 1.784 -0.601
N 2.417 1.234 0.261
H 1.151 3.979 1.697
H 2.737 5.047 0.056
H 4.167 3.566 -1.360
H 3.839 1.106 -1.233
C -3.820 -0.766 -1.497
C -3.264 -0.698 -0.067
C -3.569 -1.998 0.691
C -3.861 0.504 0.683
C -1.812 -0.524 -0.144
C -0.607 -0.340 -0.241
H -4.907 -0.837 -1.451
H -3.442 -1.639 -2.030
H -3.562 0.129 -2.063
H -4.650 -2.087 0.809
H -3.119 -1.997 1.683
H -3.215 -2.871 0.141
H -4.940 0.364 0.765
H -3.675 1.433 0.143
H -3.446 0.595 1.686

Forces on atoms 1 to 3 (eV/Å):
W 0.013 -0.659 0.850
C -0.025 0.075 -0.260
C -0.160 -0.132 0.124

Summary:
- Total charge: +1
- Molar mass: 452.176 g mol⁻¹
- E_LUMO (spin up / spin down): -4.5 / -4.5 eV
- Calculated total energy: -25323.94980 eV
- Kohn-Sham gap (spin up / spin down): 6.951 / 6.782 eV

=====

Record 3
The following is a quantum chemistry calculation of a molecular structure, H10O5 at a distorted geometry, from the Open Molecules 2025 dataset.

CARTESIAN COORDINATES (ANGSTROEM)
O -0.614 -0.194 0.026
H -0.599 0.654 -0.418
H 0.288 -0.329 0.317
O -0.538 1.446 -0.957
H -0.808 2.265 -0.542
H -0.877 1.507 -1.850
O -3.353 0.156 0.251
H -3.319 0.896 0.858
H -2.447 0.035 -0.030
O 2.241 -0.439 0.516
H 2.763 -0.084 -0.203
H 1.851 0.331 0.931
O 1.663 -2.235 0.037
H 1.700 -2.642 0.902
H 2.048 -1.367 0.163

Forces on atoms 1 to 3 (eV/Å):
O -0.035 -8.242 5.474
H -0.612 -4.710 3.075
H -0.544 -1.119 -0.066

Summary:
- Total charge: 0
- Molar mass: 90.075 g mol⁻¹
- E_LUMO: -0.3 eV
- Calculated total energy: -10392.58469 eV
- Kohn-Sham gap: 9.000 eV

=====

Record 4
The following is a quantum chemistry calculation of 7 unconnected molecules or ions with the total composition C48H61Cl3FN8O2 at a distorted geometry, from the Open Molecules 2025 dataset.

CARTESIAN COORDINATES (ANGSTROEM)
C 2.061 -0.759 2.812
C 1.182 -1.156 1.596
C 1.029 0.019 0.644
Cl 2.655 0.645 0.186
C 0.305 -0.261 -0.667
C 0.333 -1.662 -1.263
C 1.654 -2.268 -1.703
C 2.387 -1.400 -2.741
C 3.915 -1.515 -2.629
C 4.552 -1.343 -3.997
O 3.867 -0.288 -4.700
C 4.180 0.956 -4.305
O 3.727 1.915 -4.888
N -0.560 -1.393 -2.410
C -1.429 -0.482 -2.168
C -2.438 0.080 -3.088
C -2.076 0.026 -4.592
C -3.025 -0.861 -5.397
F -0.748 -0.330 -4.782
C -1.258 -0.008 -0.728
N -1.436 1.420 -0.532
C -2.097 -0.859 0.288
Cl -2.704 -2.392 -0.435
C -3.282 -0.112 0.915
C -4.395 0.275 -0.049
Cl -3.977 -1.222 2.163
H 3.107 -0.989 2.654
H 1.677 -1.173 3.737
H 2.012 0.324 2.931
H 1.662 -2.009 1.132
H 0.226 -1.449 2.022
H 0.532 0.830 1.170
H 0.643 0.431 -1.432
H -0.092 -2.386 -0.571
H 1.484 -3.260 -2.123
H 2.299 -2.432 -0.847
H 2.114 -1.723 -3.744
H 2.086 -0.366 -2.602
H 4.156 -2.513 -2.263
H 4.305 -0.800 -1.911
H 4.518 -2.251 -4.586
H 5.602 -1.079 -3.885
H 4.779 1.065 -3.391
H -0.454 -1.826 -3.317
H -2.548 1.126 -2.804
H -3.407 -0.374 -2.890
H -2.188 1.036 -4.977
H -2.520 -1.361 -6.215
H -3.796 -0.217 -5.812
H -3.542 -1.563 -4.750
H -2.329 1.766 -0.853
H -1.313 1.680 0.433
H -1.438 -1.151 1.097
H -2.950 0.744 1.487
H -4.268 1.298 -0.382
H -4.449 -0.373 -0.919
H -5.341 0.180 0.467
N -2.289 2.825 -4.269
C -1.909 2.438 -5.486
C -0.586 2.235 -5.851
C 0.400 2.452 -4.903
C 0.022 2.861 -3.633
C -1.329 3.031 -3.369
H -2.711 2.282 -6.199
H -0.336 1.914 -6.853
H 1.444 2.300 -5.146
H 0.759 3.042 -2.862
H -1.667 3.347 -2.387
N 5.107 3.700 2.061
C 5.597 4.937 2.078
C 5.511 5.813 1.006
C 4.884 5.378 -0.150
C 4.371 4.091 -0.185
C 4.508 3.298 0.943
H 6.083 5.237 3.001
H 5.926 6.809 1.077
H 4.799 6.030 -1.009
H 3.875 3.709 -1.068
H 4.120 2.283 0.965
N -4.917 3.393 0.646
C -4.035 4.333 0.989
C -4.386 5.550 1.550
C -5.729 5.809 1.766
C -6.660 4.846 1.415
C -6.204 3.660 0.862
H -2.993 4.094 0.802
H -3.626 6.274 1.810
H -6.046 6.748 2.201
H -7.718 5.008 1.565
H -6.900 2.879 0.577
N 6.469 0.806 4.866
C 6.535 2.134 4.765
C 6.691 2.978 5.856
C 6.780 2.416 7.118
C 6.712 1.037 7.240
C 6.557 0.283 6.087
H 6.454 2.531 3.761
H 6.741 4.049 5.717
H 6.902 3.041 7.994
H 6.777 0.556 8.206
H 6.503 -0.799 6.139
N 1.329 -4.410 0.808
C 1.871 -5.476 0.220
C 1.320 -6.747 0.276
C 0.141 -6.923 0.982
C -0.437 -5.827 1.601
C 0.196 -4.601 1.484
H 2.795 -5.296 -0.320
H 1.804 -7.575 -0.222
H -0.319 -7.900 1.049
H -1.356 -5.919 2.162
H -0.222 -3.714 1.952
N -7.362 -3.755 3.341
C -6.062 -3.647 3.078
C -5.201 -4.730 3.000
C -5.718 -5.998 3.211
C -7.068 -6.129 3.488
C -7.844 -4.979 3.540
H -5.695 -2.638 2.920
H -4.152 -4.580 2.779
H -5.079 -6.871 3.161
H -7.513 -7.099 3.661
H -8.905 -5.037 3.750

Forces on atoms 1 to 3 (eV/Å):
C -0.500 0.665 -0.400
C 1.021 0.354 1.032
C -0.287 -0.581 -0.345

Summary:
- Total charge: +1
- Molar mass: 907.427 g mol⁻¹
- E_LUMO: -3.2 eV
- Calculated total energy: -107058.35919 eV
- Kohn-Sham gap: 7.588 eV

=====

Record 5
The following is a quantum chemistry calculation of a molecular structure, C2Br2I2 at a distorted geometry, from the Open Molecules 2025 dataset.

CARTESIAN COORDINATES (ANGSTROEM)
C 1.094 1.101 -0.231
C -1.312 0.001 0.010
Br 1.378 -0.374 -1.415
Br -1.110 -0.816 1.602
I 2.481 1.106 1.335
I -2.531 -1.018 -1.302

Forces on atoms 1 to 3 (eV/Å):
C 0.024 0.226 -0.569
C 0.046 0.813 -0.769
Br 0.230 0.142 0.237

Summary:
- Total charge: 0
- Molar mass: 437.638 g mol⁻¹
- E_LUMO (spin up / spin down): -1.7 / -1.7 eV
- Calculated total energy: -158353.39758 eV
- Kohn-Sham gap (spin up / spin down): 6.802 / 6.805 eV

=====

Record 6
The following is a quantum chemistry calculation of a gas-phase ion, C3H5O4S (charge -1) at a distorted geometry, from the Open Molecules 2025 dataset.

CARTESIAN COORDINATES (ANGSTROEM)
C -0.466 -1.031 -0.961
C -0.203 -0.735 0.308
C 0.341 0.629 0.670
O -0.347 -1.607 1.319
S -1.095 -1.018 2.647
O -2.200 -0.229 2.115
O -1.483 -2.250 3.275
O -0.029 -0.333 3.380
H -0.900 -1.960 -1.486
H -0.109 -0.330 -1.795
H -0.252 1.188 1.296
H 1.251 0.426 1.225
H 0.388 1.282 -0.218

Forces on atoms 1 to 3 (eV/Å):
C 0.115 -0.636 -3.315
C -0.081 1.135 -0.838
C 1.013 -0.971 -1.699

Summary:
- Total charge: -1
- Molar mass: 137.136 g mol⁻¹
- SMILES string: C=C(C)OS(=O)(=O)[O-]
- E_LUMO: 3.9 eV
- Calculated total energy: -22218.31963 eV
- Kohn-Sham gap: 9.198 eV